No. 1
This record from the OMol25 dataset describes a 2-piece molecular cluster, C10H16O overall at a distorted geometry. The level of theory is ωB97M-V/def2-TZVPD.

Calculated values
Highest occupied orbital energy = -8.57 eV
E = -12674.131 eV

Geometry as XYZ:
```
27
C10H16O | the OMol25 dataset | ωB97M-V/def2-TZVPD
C -2.192 -0.968 -1.897
C -2.049 0.250 -0.946
C -1.254 1.247 -1.509
C -0.653 2.258 -0.714
C -1.248 2.392 0.539
O -0.768 3.510 1.229
C -2.278 1.595 1.035
C -2.551 0.343 0.294
H -2.561 -0.688 -2.879
H -3.035 -1.580 -1.570
H -1.394 -1.717 -1.927
H -1.227 0.965 -2.572
H 0.202 3.105 -1.026
H -1.303 3.514 2.150
H -2.782 1.792 1.852
H -3.324 -0.349 0.757
C 3.905 -1.212 0.612
C 2.419 -1.617 -0.003
C 1.456 -1.463 1.174
H 4.182 -1.958 1.265
H 4.613 -1.095 -0.206
H 3.893 -0.216 1.142
H 2.508 -2.605 -0.555
H 1.996 -0.919 -0.798
H 1.817 -1.502 2.187
H 0.814 -2.393 1.278
H 0.817 -0.689 1.088
```



No. 2
This record from the OMol25 dataset describes a 2-piece molecular cluster, C10H16O overall at a distorted geometry. The level of theory is ωB97M-V/def2-TZVPD.

Calculated values
Highest occupied orbital energy = -8.44 eV
E = -12676.324 eV

Geometry as XYZ:
```
27
C10H16O | the OMol25 dataset | ωB97M-V/def2-TZVPD
C 1.082 1.211 2.763
C 0.616 -0.095 2.163
C 1.224 -1.306 2.390
C 0.887 -2.417 1.608
C -0.027 -2.270 0.586
O -0.446 -3.376 -0.126
C -0.561 -1.026 0.259
C -0.340 0.019 1.135
H 0.482 2.062 2.474
H 2.153 1.275 2.611
H 1.133 1.124 3.838
H 2.036 -1.465 3.088
H 1.439 -3.333 1.780
H 0.295 -3.998 -0.178
H -1.239 -1.074 -0.553
H -0.741 1.012 0.988
C -1.175 0.277 -3.004
C -1.181 1.329 -1.887
C 0.081 2.137 -1.736
H -0.149 0.161 -3.364
H -1.674 0.603 -3.924
H -1.670 -0.657 -2.767
H -2.063 1.950 -2.063
H -1.389 0.790 -0.970
H 0.939 1.507 -1.504
H 0.330 2.672 -2.652
H -0.041 2.891 -0.958
```



No. 3
This record from the OMol25 dataset describes a 2-piece molecular cluster, C10H16O overall at a distorted geometry. The level of theory is ωB97M-V/def2-TZVPD.

Calculated values
Spin multiplicity = 3
⟨S²⟩ = 2.03
Highest occupied orbital energy (spin up / spin down) = -7.54 / -9.42 eV
E = -12670.360 eV

Geometry as XYZ:
```
27
C10H16O | the OMol25 dataset | ωB97M-V/def2-TZVPD
C 0.833 0.050 -0.362
C 2.152 0.026 -0.615
C -0.403 0.011 -0.187
C 3.248 -0.232 0.245
C -0.316 -2.474 0.517
C 4.650 -0.071 -0.275
C -2.644 0.057 -1.136
C -2.288 0.307 1.336
C -1.800 2.146 -0.137
C -1.723 0.623 -0.073
O 3.032 -0.741 1.345
H 2.234 0.368 -1.613
H -0.886 -3.120 1.288
H -0.258 -2.701 -0.556
H 0.693 -2.196 0.854
H 4.811 0.855 -0.884
H 5.409 -0.102 0.492
H 4.714 -0.845 -0.951
H -3.621 0.722 -0.951
H -2.050 0.135 -2.044
H -3.008 -0.995 -1.051
H -3.289 0.713 1.520
H -2.347 -0.734 1.367
H -1.689 0.750 2.127
H -1.738 2.503 -1.169
H -1.034 2.577 0.481
H -2.683 2.368 0.434
```



No. 4
This record from the OMol25 dataset describes a 2-piece molecular cluster, C10H16O overall at a distorted geometry. The level of theory is ωB97M-V/def2-TZVPD.

Calculated values
Spin multiplicity = 2
⟨S²⟩ = 0.77
Highest occupied orbital energy (spin up / spin down) = -13.97 / -14.29 eV
E = -12667.921 eV
Charge = +1

Geometry as XYZ:
```
27
C10H16O | the OMol25 dataset | ωB97M-V/def2-TZVPD
C 2.432 -1.665 0.394
C 3.606 -0.798 0.812
C 1.105 -1.077 0.804
C -0.023 -1.937 0.755
C 0.826 0.272 1.126
C -1.331 -1.622 1.020
C -0.457 0.651 1.518
C -1.506 -0.288 1.502
O -2.698 0.213 1.747
H 2.396 -1.975 -0.649
H 2.486 -2.560 1.032
H 4.372 -1.261 1.432
H 0.238 -2.974 0.552
H 1.416 1.168 1.044
H -2.152 -2.127 0.530
H -0.587 1.691 1.773
H -3.424 -0.311 1.412
H 3.377 0.111 1.374
H 4.085 -0.352 -0.068
C -2.249 1.982 -2.779
C -1.259 1.742 -1.691
H -2.964 1.183 -3.001
H -2.892 2.863 -2.663
H -1.908 2.066 -3.819
H -1.661 1.322 -0.769
H -0.487 1.053 -2.059
H -0.740 2.629 -1.330
```



No. 5
This record from the OMol25 dataset describes a 2-piece molecular cluster, C10H16O overall at a distorted geometry. The level of theory is ωB97M-V/def2-TZVPD.

Calculated values
Spin multiplicity = 2
⟨S²⟩ = 0.76
Highest occupied orbital energy (spin up / spin down) = -13.76 / -13.76 eV
E = -12666.493 eV
Charge = +1

Geometry as XYZ:
```
27
C10H16O | the OMol25 dataset | ωB97M-V/def2-TZVPD
C 0.487 -0.334 -2.877
C 0.777 -1.798 -3.379
C -0.183 -0.424 -1.487
C -1.513 -0.090 -1.359
C 0.492 -0.973 -0.410
C -2.047 0.100 -0.088
C -0.134 -1.037 0.837
C -1.302 -0.379 1.015
O -1.804 -0.559 2.311
H 1.429 0.180 -2.680
H -0.181 0.271 -3.586
H -0.006 -2.469 -3.102
H -2.089 0.239 -2.259
H 1.640 -1.332 -0.344
H -2.835 0.624 0.179
H 0.608 -1.398 1.681
H -2.695 -0.615 2.243
H 1.679 -2.111 -2.807
H 1.038 -1.736 -4.421
C 2.376 3.016 2.456
C 1.689 1.689 2.319
H 1.934 3.489 3.444
H 3.540 3.053 2.346
H 1.927 3.768 1.810
H 1.580 1.169 3.351
H 0.698 1.753 1.796
H 2.314 0.969 1.706
```



No. 6
This record from the OMol25 dataset describes C10H16O4S as an isolated structure at a distorted geometry. The level of theory is ωB97M-V/def2-TZVPD.

Calculated values
Highest occupied orbital energy = -8.33 eV
E = -29648.186 eV

Geometry as XYZ:
```
31
C10H16O4S | the OMol25 dataset | ωB97M-V/def2-TZVPD
C 0.290 -1.919 -1.912
C 0.423 0.547 3.185
C 1.307 0.901 -0.387
C 0.482 -1.897 -3.249
C -0.567 0.670 0.961
C 0.204 -0.663 1.210
C -0.164 1.578 2.185
C 1.507 -0.407 0.321
C 1.921 -2.131 -4.004
C -1.744 3.302 1.901
O 2.647 -2.776 -3.158
O 0.575 -0.822 2.564
O -0.100 1.171 -0.239
O -1.182 2.274 2.755
S 1.821 -1.907 -0.879
H -0.544 -1.454 -1.403
H 1.456 0.752 3.395
H -0.215 0.465 4.054
H 1.849 1.757 -0.115
H 1.343 0.673 -1.521
H -0.457 -1.840 -3.936
H -1.697 0.587 0.899
H -0.417 -1.542 0.910
H 0.689 2.252 1.796
H 2.302 -0.570 1.002
H 2.466 -1.051 -4.543
H 1.558 -2.900 -4.866
H 2.237 -2.799 -2.125
H -1.926 2.903 0.833
H -1.185 4.193 1.964
H -2.814 3.416 2.229
```



No. 7
This record from the OMol25 dataset describes a 2-piece molecular cluster, C10H16OS overall. The level of theory is ωB97M-V/def2-TZVPD.

Calculated values
Highest occupied orbital energy = -8.21 eV
E = -23511.986 eV

Geometry as XYZ:
```
28
C10H16OS | the OMol25 dataset | ωB97M-V/def2-TZVPD
C 2.901 1.069 -1.741
C 2.845 0.137 -0.532
C 1.671 0.301 0.393
C 1.132 -0.738 1.136
C 0.086 -0.532 2.022
C -0.429 0.741 2.205
O -1.436 0.998 3.106
C 0.097 1.803 1.484
C 1.149 1.572 0.610
H 3.420 2.007 -1.536
H 1.903 1.391 -2.069
H 3.432 0.585 -2.561
H 2.899 -0.893 -0.895
H 3.772 0.226 0.037
H 1.482 -1.755 1.024
H -0.339 -1.366 2.566
H -2.071 0.277 3.114
H -0.352 2.769 1.658
H 1.526 2.438 0.084
C -0.895 -2.319 -1.834
S -1.485 -0.694 -1.322
C -3.171 -0.580 -1.994
H -0.257 -2.658 -1.021
H -1.705 -3.032 -1.968
H -0.309 -2.294 -2.755
H -3.701 0.010 -1.257
H -3.620 -1.564 -2.039
H -3.205 -0.076 -2.961
```



No. 8
This record from the OMol25 dataset describes a 2-piece molecular cluster, C10H16OS overall at a distorted geometry. The level of theory is ωB97M-V/def2-TZVPD.

Calculated values
Highest occupied orbital energy = -8.51 eV
E = -23511.509 eV

Geometry as XYZ:
```
28
C10H16OS | the OMol25 dataset | ωB97M-V/def2-TZVPD
C 3.215 0.573 -0.320
C 1.785 0.045 -0.249
C 0.695 0.965 -0.738
C 0.630 2.287 -0.341
C -0.408 3.175 -0.656
C -1.319 2.734 -1.611
O -2.361 3.573 -1.975
C -1.203 1.436 -2.106
C -0.268 0.517 -1.673
H 3.392 1.320 0.457
H 3.372 0.993 -1.313
H 3.978 -0.178 -0.117
H 1.731 -0.891 -0.806
H 1.577 -0.210 0.799
H 1.386 2.575 0.386
H -0.346 4.234 -0.448
H -3.093 3.405 -1.381
H -2.026 1.012 -2.672
H -0.377 -0.492 -2.039
C 0.633 -4.010 1.132
S -0.185 -3.437 2.695
C -1.268 -2.212 1.852
H 1.024 -3.110 0.672
H 1.395 -4.743 1.366
H -0.113 -4.498 0.514
H -1.131 -1.272 2.393
H -2.302 -2.469 2.044
H -1.046 -2.082 0.800
```



> Which formula does entry 6 have?

C10H16O4S



> Number 4 is which compound?

C10H16O



> Which formula does entry 7 have?

C10H16OS